1.
Molecular formula: C20H57N5O6
Method: DFT, ωB97M-V/def2-TZVPD

As for the max |F|: 2.6 eV/A. The HOMO-LUMO gap is 8.9 eV. The SMILES is COC[C@H](C)N.COC[C@H](C)N.COC[C@H](C)N.COC[C@H](C)N.COC[C@H](C)N.O. As for the energy above the lowest of the compared OMol25 structures with the same formula, charge and spin: 30.5 kcal per mole. The multiplicity is 1.

XYZ file:
```
88
Properties=species:S:1:pos:R:3:mulliken_charge:R:1
C 1.270 1.911 -2.943 -0.429
O 0.084 2.273 -3.625 -0.417
C -0.654 1.123 -4.033 -0.486
C -2.054 1.556 -4.444 0.492
C -2.958 2.008 -3.322 -1.337
N -2.659 0.284 -5.038 -0.767
H 1.117 1.209 -2.119 0.073
H 1.720 2.849 -2.618 0.065
H 1.946 1.497 -3.706 0.423
H -0.109 0.602 -4.824 0.440
H -0.786 0.499 -3.142 0.073
H -1.956 2.261 -5.274 0.300
H -3.138 1.318 -2.503 0.316
H -3.916 2.365 -3.704 0.478
H -2.470 2.917 -2.939 0.204
H -1.968 0.051 -5.755 0.259
H -3.472 0.567 -5.581 0.275
C 4.225 -5.315 -0.388 -0.771
O 2.830 -5.293 -0.510 -0.367
C 2.248 -4.243 0.202 -0.464
C 0.733 -4.294 0.190 0.544
C 0.114 -4.309 -1.170 -1.386
N 0.195 -3.141 0.928 -0.086
H 4.651 -5.896 -1.198 0.282
H 4.522 -5.742 0.580 0.308
H 4.742 -4.348 -0.330 0.290
H 2.657 -4.168 1.219 0.394
H 2.454 -3.267 -0.283 0.064
H 0.508 -5.275 0.648 0.226
H 0.549 -5.060 -1.833 0.406
H 0.212 -3.345 -1.677 0.210
H -0.947 -4.545 -1.062 0.327
H 0.588 -3.246 1.867 0.274
H -0.807 -3.227 1.077 -0.179
C 3.699 -0.164 0.653 -0.870
O 2.797 0.110 1.695 -0.272
C 3.285 0.999 2.672 -0.766
C 2.397 0.871 3.948 0.310
C 1.055 1.603 3.838 -0.965
N 3.140 1.415 5.110 -0.780
H 3.302 -0.863 -0.078 0.191
H 4.632 -0.573 1.061 0.392
H 4.057 0.694 0.069 0.296
H 4.315 0.803 2.982 0.417
H 3.202 2.053 2.382 0.243
H 2.207 -0.188 4.136 0.341
H 1.242 2.611 3.464 0.078
H 0.523 1.637 4.783 0.434
H 0.475 1.054 3.093 0.131
H 4.009 0.871 5.109 0.280
H 3.508 2.334 4.849 0.289
C -3.209 -4.109 1.991 -0.937
O -2.805 -2.879 1.426 -0.253
C -3.846 -2.020 0.998 -1.436
C -3.272 -0.684 0.581 1.414
C -4.431 0.255 0.265 -1.664
N -2.406 -0.885 -0.596 -0.481
H -3.959 -4.048 2.790 0.320
H -2.281 -4.608 2.246 0.271
H -3.812 -4.661 1.252 0.362
H -4.343 -2.462 0.121 0.432
H -4.629 -1.981 1.762 0.497
H -2.673 -0.309 1.418 0.133
H -5.206 -0.227 -0.334 0.418
H -4.181 1.170 -0.278 0.238
H -4.874 0.657 1.182 0.391
H -1.582 -0.293 -0.544 -0.001
H -2.030 -1.828 -0.527 0.075
C 2.271 5.031 -0.487 -0.826
O 0.903 4.730 -0.384 -0.380
C 0.658 3.597 0.426 -0.381
C -0.771 3.173 0.064 1.553
C -1.744 4.295 0.394 -1.667
N -1.303 2.011 0.795 -0.325
H 2.938 4.208 -0.782 0.258
H 2.582 5.541 0.428 0.324
H 2.428 5.677 -1.359 0.302
H 1.349 2.793 0.140 0.084
H 0.760 3.751 1.505 0.315
H -0.778 2.822 -0.974 -0.638
H -1.922 4.395 1.460 0.340
H -2.702 4.108 -0.108 0.449
H -1.464 5.231 -0.097 0.405
H -2.262 1.802 0.564 0.192
H -0.739 1.163 0.743 0.038
O 0.506 -0.271 0.156 -0.029
H 0.313 -1.125 0.590 0.151
H 1.201 0.136 0.713 0.272
```

=====

2.
Molecular formula: C20H57O19P2S6
Method: DFT, ωB97M-V/def2-TZVPD

Its charge is +1. As for the max |F|: 2.2 eV/A. The HOMO-LUMO gap is 9.2 eV. The multiplicity is 1.

XYZ file:
```
104
Properties=species:S:1:pos:R:3:mulliken_charge:R:1
C -0.893 -2.109 -1.457 -0.935
P -0.777 -2.686 0.327 0.351
C 0.115 -4.309 0.460 -1.107
P 0.203 -1.137 1.459 0.328
O 1.794 -0.858 1.081 -0.453
H 0.040 -1.651 -1.814 0.119
H -1.157 -3.001 -2.028 0.396
H -1.702 -1.374 -1.467 0.403
H 1.198 -4.251 0.313 0.457
H -0.090 -4.790 1.417 0.320
H -0.278 -4.968 -0.323 0.358
H 0.117 -1.323 2.862 0.218
H -0.480 0.079 1.176 0.130
H 1.868 -0.512 0.190 0.317
O -1.010 -7.464 0.732 -0.581
S -0.628 -8.644 1.461 1.178
O 0.070 -9.717 0.815 -0.592
O -1.921 -9.229 2.210 -0.281
C -3.082 -9.540 1.418 -0.314
C -2.904 -10.804 0.597 -0.984
C 0.274 -8.177 2.905 -0.985
H -3.342 -8.689 0.784 0.296
H -3.899 -9.679 2.125 0.275
H -2.134 -10.679 -0.164 0.300
H -3.835 -11.064 0.092 0.384
H -2.600 -11.635 1.233 0.272
H -0.264 -7.384 3.420 0.307
H 1.249 -7.824 2.576 0.374
H 0.390 -9.049 3.543 0.355
O -3.799 0.782 1.088 -0.677
S -3.742 0.158 2.381 1.378
O -3.034 -1.081 2.587 -0.590
O -5.226 0.015 2.961 -0.308
C -6.203 -0.692 2.172 -0.358
C -5.986 -2.194 2.183 -0.925
C -3.140 1.324 3.565 -0.876
H -6.215 -0.300 1.153 0.319
H -7.170 -0.463 2.618 0.299
H -5.053 -2.464 1.688 0.215
H -6.800 -2.700 1.664 0.402
H -5.931 -2.566 3.207 0.271
H -3.680 2.254 3.454 0.218
H -2.080 1.478 3.366 0.311
H -3.275 0.913 4.563 0.382
O 0.075 3.960 2.298 -0.699
S 0.681 3.770 1.010 1.161
O 0.587 2.497 0.340 -0.488
O 2.219 4.213 1.081 -0.263
C 3.066 3.608 2.076 -0.451
C 3.422 2.173 1.741 -0.603
C 0.131 5.032 -0.093 -0.991
H 2.598 3.680 3.061 0.319
H 3.972 4.209 2.105 0.317
H 2.541 1.531 1.767 0.044
H 4.144 1.780 2.457 0.452
H 3.846 2.108 0.739 0.175
H 0.225 5.996 0.399 0.371
H -0.912 4.827 -0.327 0.318
H 0.731 4.992 -0.999 0.371
O -4.561 5.822 3.552 -0.656
S -4.135 5.831 2.182 1.207
O -3.196 6.805 1.700 -0.601
O -5.430 5.834 1.234 -0.251
C -6.397 6.884 1.412 -0.382
C -5.916 8.218 0.872 -0.986
C -3.544 4.226 1.747 -0.760
H -6.676 6.961 2.465 0.343
H -7.285 6.570 0.865 0.267
H -5.064 8.592 1.439 0.304
H -6.711 8.962 0.932 0.388
H -5.598 8.119 -0.166 0.264
H -4.261 3.483 2.074 0.202
H -2.588 4.082 2.249 0.282
H -3.405 4.184 0.669 0.347
O 1.352 -1.981 -4.236 -0.648
S 0.983 -0.694 -4.757 1.260
O -0.055 -0.550 -5.736 -0.622
O 2.300 0.063 -5.268 -0.185
C 3.119 -0.590 -6.257 -0.351
C 2.491 -0.570 -7.638 -1.016
C 0.625 0.393 -3.411 -1.000
H 3.347 -1.610 -5.940 0.323
H 4.059 -0.041 -6.277 0.266
H 1.578 -1.163 -7.669 0.312
H 3.182 -0.979 -8.376 0.393
H 2.227 0.449 -7.925 0.269
H 1.421 0.320 -2.674 0.253
H -0.321 0.077 -2.982 0.338
H 0.537 1.408 -3.789 0.452
O 5.960 2.688 -0.394 -0.589
S 6.567 2.443 -1.674 1.204
O 6.472 1.153 -2.299 -0.620
O 8.106 2.889 -1.612 -0.290
C 8.943 2.310 -0.596 -0.312
C 9.306 0.866 -0.893 -0.967
C 6.024 3.666 -2.825 -0.956
H 8.464 2.405 0.382 0.278
H 9.848 2.914 -0.572 0.278
H 8.429 0.221 -0.863 0.283
H 10.021 0.495 -0.158 0.390
H 9.741 0.778 -1.889 0.266
H 6.120 4.648 -2.370 0.319
H 4.982 3.454 -3.054 0.355
H 6.627 3.590 -3.726 0.352
```

=====

3.
Molecular formula: C20H58BN14O21
Method: DFT, ωB97M-V/def2-TZVPD

Its charge is -1. As for the max |F|: 1.6 eV/A. The HOMO-LUMO gap is 8.6 eV. The multiplicity is 1.

XYZ file:
```
114
Properties=species:S:1:pos:R:3:mulliken_charge:R:1
O -0.760 3.625 0.466 -0.768
C -0.775 2.464 0.194 0.780
O -0.057 1.524 0.795 -1.289
B -0.220 0.240 0.147 1.675
O -1.299 0.506 -0.860 -0.925
C -1.554 1.788 -0.970 0.431
O -2.334 2.312 -1.709 -0.766
O -0.551 -0.944 0.943 -0.546
C 0.318 -1.915 0.749 -0.085
O 0.477 -2.941 1.345 0.409
C 1.283 -1.440 -0.351 0.990
O 0.993 -0.180 -0.640 0.175
O 2.171 -2.091 -0.817 -0.789
O -1.863 3.607 -4.309 -0.645
H -2.683 3.645 -4.809 0.297
H -2.138 3.382 -3.409 0.405
O 4.355 -0.369 0.066 -0.501
H 5.144 0.145 0.270 0.242
H 4.138 -0.122 -0.851 0.084
O -1.187 0.013 3.992 -0.604
H -0.917 0.737 4.564 0.258
H -1.580 0.434 3.207 0.349
C 5.757 -2.986 -2.505 0.487
O 6.594 -3.842 -2.786 -0.739
N 5.715 -1.774 -3.136 -0.250
N 4.805 -3.187 -1.556 0.026
H 5.299 -0.940 -2.750 0.287
H 6.252 -1.682 -3.976 0.190
H 4.774 -4.056 -1.058 -0.001
H 4.078 -2.519 -1.363 0.274
C -1.711 7.620 0.411 0.603
O -0.942 7.387 -0.500 -0.568
N -1.674 6.918 1.595 -0.335
N -2.720 8.547 0.323 -0.436
H -1.344 5.976 1.700 0.227
H -2.310 7.202 2.321 0.164
H -3.192 8.812 1.165 0.155
H -2.833 9.009 -0.557 0.216
C -4.464 0.291 1.870 0.530
O -3.371 0.551 2.365 -0.670
N -5.631 0.409 2.570 -0.462
N -4.607 -0.004 0.544 -0.200
H -6.479 0.118 2.119 0.139
H -5.652 0.537 3.562 0.232
H -5.463 -0.418 0.223 0.222
H -3.771 -0.119 -0.006 0.102
C 3.457 1.157 -3.181 0.625
O 4.318 0.791 -2.364 -0.850
N 2.166 0.757 -3.103 -0.138
N 3.785 1.875 -4.296 -0.505
H 1.526 0.926 -3.858 0.180
H 1.868 0.141 -2.365 0.084
H 4.694 2.302 -4.333 0.276
H 3.063 2.363 -4.799 0.181
C 2.504 -0.932 3.024 0.456
O 1.669 -1.402 3.789 -0.668
N 3.732 -1.486 2.829 -0.268
N 2.294 0.125 2.202 0.063
H 4.046 -2.291 3.335 0.221
H 4.382 -1.196 2.114 0.136
H 3.048 0.384 1.586 0.095
H 1.399 0.573 2.165 0.053
C -2.158 -3.586 4.378 0.516
O -2.542 -4.756 4.438 -0.710
N -2.901 -2.556 4.891 -0.400
N -0.920 -3.231 3.947 -0.073
H -2.717 -1.592 4.651 0.234
H -3.860 -2.743 5.123 0.237
H -0.234 -3.942 3.793 0.204
H -0.685 -2.268 3.762 -0.004
C -1.548 -6.006 0.366 0.551
O -1.873 -7.098 -0.085 -0.730
N -1.867 -4.834 -0.276 -0.253
N -0.903 -5.834 1.549 -0.129
H -1.635 -3.961 0.165 0.122
H -2.329 -4.774 -1.160 0.172
H -0.814 -6.652 2.118 0.183
H -0.660 -4.905 1.848 -0.130
C -5.524 1.448 -3.268 -1.029
C -6.634 2.429 -3.635 0.465
C -7.879 2.081 -2.846 -1.249
O -6.216 3.759 -3.326 -0.555
H -4.678 1.430 -3.955 0.261
H -5.895 0.417 -3.271 0.366
H -5.148 1.629 -2.257 0.167
H -6.798 2.363 -4.711 0.265
H -8.659 2.844 -2.886 0.332
H -7.689 2.075 -1.761 0.242
H -8.246 1.073 -3.039 0.376
H -5.737 3.718 -2.492 0.362
C 2.428 -6.022 0.313 -1.040
C 3.371 -5.515 1.397 0.709
C 4.635 -6.333 1.519 -1.611
O 3.712 -4.160 1.084 -0.443
H 2.161 -7.079 0.404 0.433
H 2.871 -5.901 -0.679 0.246
H 1.489 -5.464 0.315 0.143
H 2.829 -5.555 2.352 0.294
H 5.386 -5.752 2.060 0.373
H 5.102 -6.532 0.550 0.318
H 4.436 -7.287 2.005 0.412
H 2.853 -3.733 0.959 0.094
C 3.005 3.147 -0.208 -0.539
C 2.752 4.630 -0.096 0.310
C 2.144 5.252 -1.375 -0.949
O 1.902 4.921 1.016 -0.571
H 3.137 2.668 0.764 0.183
H 3.938 2.958 -0.746 0.394
H 2.185 2.620 -0.700 -0.204
H 3.676 5.201 0.029 0.478
H 2.101 4.564 -2.225 0.186
H 2.539 6.231 -1.635 0.321
H 1.075 5.440 -1.204 0.201
H 0.997 4.816 0.699 0.163
```

=====

4.
Molecular formula: C20H58INO14S
Method: DFT, ωB97M-V/def2-TZVPD

As for the max |F|: 7.8 eV/A. The HOMO-LUMO gap is 9.1 eV. The SMILES is C[C@H](O)CO[C@]1(C[C@@H](C)O)C(=O)N[C@@H](I)[C@H]1S.CO.CO.CO.CO.CO.CO.CO.CO.CO.CO. The multiplicity is 1.

XYZ file:
```
95
Properties=species:S:1:pos:R:3:mulliken_charge:R:1
C 0.983 1.456 1.055 -0.172
C -0.255 1.728 -0.035 -0.073
O -1.392 2.221 0.812 -0.591
C -0.641 0.294 -0.802 0.001
O 0.631 -0.261 -1.290 -0.282
C 0.435 -1.390 -2.212 1.297
C -0.919 -2.310 -2.123 -0.393
C -1.158 -3.063 -0.687 0.335
C -1.834 -4.543 -0.967 -0.045
O 0.008 -3.088 0.209 -0.387
C 1.916 -2.095 -2.250 -0.313
O 2.596 -2.822 -1.360 -0.644
N 2.739 -1.857 -3.515 -0.267
C 1.727 -1.420 -4.551 -0.817
I 1.096 -3.402 -5.360 0.033
C 0.538 -0.616 -3.692 -0.402
S -0.908 -0.745 -4.876 -0.172
H 1.116 2.383 1.786 0.224
H 0.674 0.484 1.664 0.050
H 1.982 1.213 0.481 -0.033
H 0.056 2.557 -0.806 0.302
H -1.755 1.461 1.360 0.368
H -1.134 -0.373 0.054 0.039
H -1.454 0.475 -1.624 0.057
H -1.911 -1.679 -2.332 0.257
H -0.864 -3.092 -3.011 0.168
H -1.997 -2.432 -0.119 -0.002
H -1.619 -4.926 -2.063 0.335
H -3.016 -4.385 -0.915 -0.155
H -1.509 -5.356 -0.188 -0.125
H 0.262 -4.069 0.342 0.262
H 3.432 -2.592 -3.778 0.351
H 2.128 -0.920 -5.531 0.447
H 0.947 0.480 -3.710 0.373
H -1.912 0.182 -4.484 0.159
C 4.924 1.362 0.182 -0.749
O 4.016 1.348 -0.903 -0.454
H 4.751 2.260 0.779 0.243
H 4.765 0.478 0.804 0.320
H 5.948 1.373 -0.199 0.374
H 4.193 0.540 -1.414 0.265
C 1.657 -1.144 4.720 -0.594
O 0.748 -1.158 3.634 -0.428
H 1.484 -0.245 5.317 0.218
H 1.498 -2.028 5.341 0.277
H 2.681 -1.133 4.339 0.252
H 0.926 -1.966 3.123 0.251
C -6.283 -4.119 -0.360 -0.609
O -5.141 -4.182 -1.194 -0.477
H -6.358 -5.048 0.211 0.291
H -6.185 -3.277 0.330 0.264
H -7.178 -3.999 -0.975 0.187
H -5.101 -3.346 -1.688 0.235
C 6.967 4.228 -1.855 -0.530
O 5.644 3.948 -2.273 -0.496
H 7.280 5.184 -2.282 0.241
H 7.000 4.291 -0.764 0.232
H 7.637 3.439 -2.205 0.244
H 5.395 3.095 -1.879 0.330
C -0.817 -7.548 1.620 -0.610
O 0.076 -6.509 1.976 -0.478
H -1.842 -7.185 1.718 0.208
H -0.636 -7.846 0.584 0.279
H -0.669 -8.401 2.287 0.297
H 0.978 -6.861 1.879 0.292
C 2.591 5.080 3.175 -0.708
O 2.476 3.929 2.358 -0.410
H 2.562 4.776 4.224 0.304
H 3.541 5.579 2.970 0.274
H 1.759 5.758 2.971 0.240
H 2.505 4.230 1.434 0.240
C -3.162 -5.775 -4.800 -0.668
O -2.901 -5.597 -3.420 -0.411
H -2.366 -6.384 -5.236 0.234
H -4.120 -6.286 -4.927 0.276
H -3.187 -4.802 -5.296 0.268
H -3.623 -5.054 -3.060 0.269
C 0.201 8.125 2.897 -0.548
O 1.343 8.062 2.062 -0.490
H 0.126 7.197 3.467 0.240
H 0.298 8.967 3.586 0.238
H -0.695 8.246 2.282 0.301
H 1.383 8.899 1.569 0.287
C -9.087 -1.306 -0.918 -0.529
O -7.946 -1.369 -1.752 -0.469
H -9.162 -2.235 -0.347 0.192
H -8.990 -0.464 -0.228 0.267
H -9.983 -1.186 -1.532 0.276
H -7.905 -0.533 -2.246 0.279
C 2.852 8.370 6.058 -0.572
O 2.736 7.219 5.241 -0.401
H 2.822 8.066 7.107 0.211
H 3.801 8.870 5.853 0.264
H 2.019 9.048 5.854 0.220
H 2.765 7.521 4.317 0.266
```

=====

Computed DFT total energy, in the same sequence as the records: -41396.8910; -144147.1383; -86233.3278; -70760.4452 eV.